(1)
The following is a DFT calculation (the ωB97M-V functional and the def2-TZVPD basis) of C29H33As2IrN2O2S4Si as an isolated structure at a distorted geometry.

Element x y z (Å)
1 Ir -0.92813 0.35140 -0.40950
2 N 1.17877 1.38345 -0.17359
3 C 1.32607 2.09624 1.09854
4 C 0.06533 1.96091 1.98987
5 O -0.06489 2.76273 2.90244
6 O -0.68676 0.97311 1.69781
7 H 1.85385 0.64093 -0.30598
8 H 1.26457 2.01288 -0.95810
9 H 1.50962 3.15882 0.94500
10 H 2.15252 1.69262 1.68339
11 S -3.95771 -0.49313 -3.43030
12 As -2.42131 -1.56296 -2.43079
13 S -2.66866 -1.41614 -0.25155
14 S -0.48681 -0.52943 -2.63864
15 S -2.29059 -3.56709 -3.09991
16 C 1.01662 -6.50458 1.65102
17 C 2.13158 -5.68533 1.79095
18 C 2.03770 -4.33360 1.50839
19 C 0.82955 -3.78968 1.08624
20 C -0.28209 -4.60941 0.94367
21 C -0.18735 -5.96667 1.22568
22 As 0.71255 -1.86752 0.69153
23 C 1.31588 -1.29723 2.46004
24 C 2.59614 -0.97659 2.89032
25 C 2.81306 -0.53442 4.19044
26 C 1.75318 -0.42737 5.07443
27 C 0.47200 -0.77175 4.66333
28 C 0.25853 -1.19784 3.36557
29 C 2.21305 -1.88494 -0.57058
30 C 1.88175 -2.54958 -1.75449
31 C 2.74003 -2.54323 -2.83929
32 C 3.94726 -1.86008 -2.76537
33 C 4.29837 -1.21070 -1.59276
34 C 3.43910 -1.22937 -0.49948
35 H 1.09412 -7.56286 1.86697
36 H 3.07431 -6.10673 2.11732
37 H 2.90893 -3.69734 1.61602
38 H -1.22059 -4.18948 0.59920
39 H -1.05100 -6.60825 1.10697
40 H 3.44274 -1.07158 2.22306
41 H 3.81382 -0.26287 4.50326
42 H 1.92357 -0.06898 6.08165
43 H -0.36040 -0.68182 5.34845
44 H -0.74726 -1.42282 3.02713
45 H 0.92570 -3.05985 -1.83229
46 H 2.44933 -3.04622 -3.75214
47 H 4.60634 -1.82187 -3.62361
48 H 5.23533 -0.67112 -1.52594
49 H 3.74735 -0.72623 0.40917
50 C -2.13450 3.15066 -3.87608
51 Si -1.04374 3.14407 -2.33903
52 C -0.71373 4.86422 -1.61030
53 C 0.63781 2.57294 -3.00442
54 N -1.78683 2.17290 -1.06226
55 C -2.96598 2.53311 -0.49453
56 C -3.51325 1.80314 0.59563
57 C -4.72247 2.14734 1.15221
58 C -5.44542 3.23128 0.66608
59 C -4.92844 3.97595 -0.39304
60 C -3.72076 3.64601 -0.95665
61 H -1.62966 3.67198 -4.69230
62 H -3.11819 3.60085 -3.74224
63 H -2.30020 2.11280 -4.18283
64 H 0.02015 5.40669 -2.20829
65 H -0.32641 4.77210 -0.59122
66 H -1.61285 5.47865 -1.54813
67 H 0.63077 2.72324 -4.08461
68 H 0.83011 1.51375 -2.83923
69 H 1.47688 3.15462 -2.60897
70 H -2.95960 0.97214 1.00051
71 H -5.11405 1.56386 1.97450
72 H -6.39600 3.50112 1.10661
73 H -5.48294 4.81806 -0.78673
74 H -3.35575 4.24208 -1.77822

Atoms 1-2, force components in eV/Å:
Ir 2.09 -0.15 0.14
N -1.08 -0.12 -0.46

Lowest unoccupied orbital energy (alpha / beta) ... 0.068 / 0.001 Ha
Energy ... -213423.0081 eV
⟨S²⟩ ... 0.7824
Net charge ... -1
Spin multiplicity ... 2
Energy above the lowest of the compared OMol25 structures with the same formula, charge and spin ... 2.305 eV

---

(2)
The following is a DFT calculation (the ωB97M-V functional and the def2-TZVPD basis) of a 2-piece molecular cluster, C5H6BrN4 overall at a distorted geometry.

Element x y z (Å)
1 C 2.79930 0.70339 -0.05561
2 C -1.02019 0.40459 0.00609
3 C -0.21667 0.29826 -1.25631
4 C -0.24795 -0.91016 -0.28178
5 C 0.85625 -1.24482 0.68198
6 N 4.65458 1.37005 0.22798
7 N 3.93686 0.29345 0.46332
8 N 2.73705 1.95666 -0.48060
9 N 3.96880 2.32268 -0.28184
10 Br 1.65065 -2.96996 0.07080
11 H -0.75774 0.98264 0.85854
12 H -2.11224 0.38374 -0.26014
13 H -0.92467 0.23553 -2.21350
14 H 0.68479 0.81106 -1.29561
15 H -1.05583 -1.54926 -0.60664
16 H 1.70246 -0.32428 0.37431

Atoms 1-2, force components in eV/Å:
C -1.95 -1.69 0.89
C -1.11 -0.44 -1.30

Lowest unoccupied orbital energy (alpha / beta) ... 0.093 / 0.081 Ha
Energy ... -81279.0489 eV
Net charge ... -1
Energy above the lowest of the compared OMol25 structures with the same formula, charge and spin ... 2.676 eV

---

(3)
The following is a DFT calculation (the ωB97M-V functional and the def2-TZVPD basis) of C35H36Cl2MoN6O4PS2 as an isolated structure.

Element x y z (Å)
1 Mo -0.40743 0.05227 0.35641
2 C 1.78374 -5.03859 -0.83322
3 N 1.40364 -3.63619 -1.03303
4 C 1.64284 -2.90465 -2.16088
5 C 1.13887 -1.65838 -1.93262
6 N 0.58917 -1.63166 -0.68002
7 C 0.76510 -2.84289 -0.15262
8 P 0.01375 -3.37183 1.42130
9 C 0.66170 -1.97903 2.40736
10 N 0.73974 -0.70720 2.00266
11 C 1.41168 -0.01277 2.97201
12 C 1.73211 -0.87417 3.97719
13 N 1.25835 -2.10221 3.60936
14 C 1.39032 -3.30955 4.42973
15 C -1.62082 -2.72930 0.93779
16 N -1.82373 -1.59444 0.26549
17 C -3.15804 -1.51652 -0.00796
18 C -3.76466 -2.63308 0.48254
19 N -2.78845 -3.38809 1.06804
20 C -3.03222 -4.66116 1.74711
21 H 2.25900 -5.39413 -1.74202
22 H 2.48663 -5.12043 -0.00796
23 H 0.89988 -5.64013 -0.63572
24 H 2.15170 -3.32349 -3.01229
25 H 1.13137 -0.80422 -2.58564
26 H 1.63740 1.03613 2.87686
27 H 2.25868 -0.72458 4.90457
28 H 2.43519 -3.44932 4.69433
29 H 0.78927 -3.20042 5.32929
30 H 1.04546 -4.17051 3.86523
31 H -3.59617 -0.68209 -0.52557
32 H -4.79273 -2.95224 0.45593
33 H -3.58099 -5.32347 1.08255
34 H -2.08403 -5.12182 2.00864
35 H -3.61210 -4.48390 2.65022
36 Cl -1.92039 2.98631 6.95741
37 C -1.82653 2.20034 5.43495
38 C -2.33363 0.89979 5.30349
39 C -2.28643 0.24235 4.09377
40 Cl -2.88717 -1.36879 3.94946
41 C -1.72957 0.85800 2.96178
42 O -1.78422 0.26637 1.79049
43 C -1.18271 2.14426 3.12658
44 C -0.56344 2.74331 2.00043
45 O -0.23955 2.14154 0.95475
46 C -1.25773 2.82701 4.35487
47 H -2.77208 0.40844 6.16247
48 H -0.32941 3.81229 2.04207
49 H -0.85752 3.82872 4.44896
50 O 1.19198 0.91669 -0.59089
51 S 2.63663 1.11273 -1.08773
52 C 2.39194 2.35628 -2.41175
53 C 0.99181 2.96852 -2.43480
54 C 0.01032 2.24016 -3.35790
55 C -1.42614 2.71557 -3.13939
56 S -2.42527 1.62852 -2.06672
57 O -1.35543 0.83119 -1.30006
58 C -3.09095 0.47224 -3.22640
59 C -4.36506 0.75369 -3.70563
60 C -4.92452 -0.09348 -4.65169
61 C -4.21965 -1.20674 -5.08598
62 C -2.95472 -1.48685 -4.57896
63 C -2.37802 -0.64482 -3.64339
64 C 3.44202 2.03883 0.17532
65 C 2.94726 3.26441 0.62351
66 C 3.63354 3.93345 1.61714
67 C 4.80044 3.38541 2.15190
68 C 5.28462 2.16963 1.69934
69 C 4.60013 1.48292 0.70270
70 H 2.62342 1.82988 -3.33940
71 H 3.17153 3.10064 -2.25615
72 H 1.09644 4.00017 -2.77643
73 H 0.58449 3.00846 -1.42333
74 H 0.07175 1.15980 -3.21011
75 H 0.27950 2.42530 -4.39857
76 H -2.00288 2.78786 -4.06197
77 H -1.45628 3.69302 -2.65498
78 H -4.91578 1.61705 -3.34992
79 H -5.91194 0.11251 -5.04128
80 H -4.66068 -1.86635 -5.82126
81 H -2.41928 -2.36229 -4.92123
82 H -1.40083 -0.85703 -3.22886
83 H 2.04788 3.68480 0.19025
84 H 3.28274 4.89459 1.96876
85 H 5.33922 3.92582 2.91894
86 H 6.19719 1.75853 2.10837
87 H 4.97339 0.53771 0.32713

Atoms 1-2, force components in eV/Å:
Mo 0.13 0.19 0.11
C 0.00 0.01 0.01

Lowest unoccupied orbital energy (alpha / beta) ... -0.295 / -0.313 Ha
Energy ... -111848.6961 eV
⟨S²⟩ ... 2.0107
Net charge ... +3
Spin multiplicity ... 3
Energy above the lowest of the compared OMol25 structures with the same formula, charge and spin ... 0.712 eV

---

(4)
The following is a DFT calculation (the ωB97M-V functional and the def2-TZVPD basis) of a 2-piece molecular cluster, C5H8BrN overall at a distorted geometry.

Element x y z (Å)
1 C -0.10254 1.94339 0.36529
2 C -0.79856 1.48268 -0.78848
3 C 0.33980 0.95446 1.16196
4 C -0.62417 -0.74545 -0.24575
5 C 0.06344 -1.99310 -0.62964
6 N -0.76165 0.16796 -1.13558
7 Br 3.03368 -0.25635 0.89479
8 H -0.13635 2.97238 0.70186
9 H -1.32069 2.25411 -1.38265
10 H 0.20257 -0.05780 0.83865
11 H 0.94532 1.02122 2.05272
12 H -1.46597 -0.74556 0.40794
13 H -0.62836 -2.75746 -0.46887
14 H 0.91793 -2.23240 -0.12460
15 H 0.33555 -2.00807 -1.64766

Atoms 1-2, force components in eV/Å:
C -0.78 -0.93 0.40
C -0.48 -1.29 -1.02

Lowest unoccupied orbital energy (alpha / beta) ... -0.071 / -0.071 Ha
Energy ... -76843.1475 eV
Net charge ... 0
Energy above the lowest of the compared OMol25 structures with the same formula, charge and spin ... 3.151 eV

---

(5)
The following is a DFT calculation (the ωB97M-V functional and the def2-TZVPD basis) of a 3-piece molecular cluster, C10H26N3 overall at a distorted geometry.

Element x y z (Å)
1 C -3.36328 1.63324 -1.32496
2 C -3.09385 -1.36062 0.18388
3 C -0.82672 -2.07893 -0.61723
4 C -1.20835 -0.83614 1.65393
5 C 1.39515 3.40419 0.52503
6 C 3.27965 -1.69165 -0.64407
7 C 4.15513 -0.03258 0.95180
8 C -2.25845 1.33038 -0.23977
9 C -1.58863 -1.02316 0.20447
10 C 1.35092 2.14848 0.18603
11 N 1.11304 1.00680 -0.20273
12 N -1.42953 0.28035 -0.58101
13 N 3.51765 -0.29585 -0.36135
14 H -4.18359 0.93369 -1.45545
15 H -3.69386 2.50273 -0.77821
16 H -2.88726 1.75795 -2.23765
17 H -3.47698 -1.63093 -0.80699
18 H -3.33584 -2.33923 0.73689
19 H -3.62955 -0.71295 0.72193
20 H 0.23056 -2.01324 -0.55644
21 H -1.15079 -1.86506 -1.58041
22 H -1.25689 -3.07242 -0.46623
23 H -1.37689 -1.78866 2.22082
24 H -0.25554 -0.55616 1.94768
25 H -1.73321 -0.08925 2.18477
26 H -1.60038 0.03234 -1.58150
27 H 1.13319 3.51575 1.59358
28 H 1.63270 4.25007 -0.07985
29 H 2.74764 -1.75826 -1.69241
30 H 4.24666 -2.10925 -0.78181
31 H 2.63660 -2.13773 0.23002
32 H 3.32008 -0.18651 1.67168
33 H 4.97172 -0.77532 1.28618
34 H 4.82485 0.84677 0.89532
35 H -1.58339 2.27197 -0.35274
36 H -2.58897 1.24177 0.88171
37 H 2.07639 0.40804 -0.31136
38 H -0.32000 0.64718 -0.50763
39 H 4.21006 0.14222 -0.91591

Atoms 1-2, force components in eV/Å:
C -0.04 -0.69 3.86
C 1.69 -4.73 -1.06

Lowest unoccupied orbital energy (alpha / beta) ... -0.077 / -0.204 Ha
Energy ... -15248.1023 eV
⟨S²⟩ ... 2.0094
Net charge ... +1
Spin multiplicity ... 3

---

(6)
The following is a DFT calculation (the ωB97M-V functional and the def2-TZVPD basis) of C4H9CoO4 as an isolated structure at a distorted geometry.

Element x y z (Å)
1 C 0.03990 2.02559 2.00608
2 O 1.07370 1.12132 1.66722
3 H 0.48720 2.84204 2.58122
4 H -0.44190 2.40439 1.09296
5 H -0.71971 1.51106 2.61478
6 O -0.59152 -2.03545 -3.03143
7 O -0.20421 -2.07328 0.46966
8 C -0.14868 -1.09014 1.32958
9 C 0.81896 0.17523 0.64864
10 O -0.36857 -0.09156 -1.84868
11 C -0.21129 -0.69161 -3.11062
12 Co -0.91965 -1.77605 -1.22744
13 H 0.38590 -1.31417 2.26679
14 H -1.08929 -0.52992 1.49015
15 H 1.77169 -0.32077 0.43403
16 H 0.11234 0.60330 -0.08179
17 H -0.84452 -0.15799 -3.85782
18 H 0.84964 -0.60201 -3.44333

Atoms 1-2, force components in eV/Å:
C -0.61 0.27 -0.25
O 0.09 -2.14 -1.48

Lowest unoccupied orbital energy (alpha / beta) ... -0.140 / -0.282 Ha
Energy ... -50098.0354 eV
⟨S²⟩ ... 8.7714
Net charge ... +1
Spin multiplicity ... 6
Energy above the lowest of the compared OMol25 structures with the same formula, charge and spin ... 0.000 eV

---

- The highest energy belongs to which entry?
  C10H26N3

---

Please write out number 2 again, unchanged.
The following is a DFT calculation (the ωB97M-V functional and the def2-TZVPD basis) of a 2-piece molecular cluster, C5H6BrN4 overall at a distorted geometry.

Element x y z (Å)
1 C 2.79930 0.70339 -0.05561
2 C -1.02019 0.40459 0.00609
3 C -0.21667 0.29826 -1.25631
4 C -0.24795 -0.91016 -0.28178
5 C 0.85625 -1.24482 0.68198
6 N 4.65458 1.37005 0.22798
7 N 3.93686 0.29345 0.46332
8 N 2.73705 1.95666 -0.48060
9 N 3.96880 2.32268 -0.28184
10 Br 1.65065 -2.96996 0.07080
11 H -0.75774 0.98264 0.85854
12 H -2.11224 0.38374 -0.26014
13 H -0.92467 0.23553 -2.21350
14 H 0.68479 0.81106 -1.29561
15 H -1.05583 -1.54926 -0.60664
16 H 1.70246 -0.32428 0.37431

Atoms 1-2, force components in eV/Å:
C -1.95 -1.69 0.89
C -1.11 -0.44 -1.30

Lowest unoccupied orbital energy (alpha / beta) ... 0.093 / 0.081 Ha
Energy ... -81279.0489 eV
Net charge ... -1
Energy above the lowest of the compared OMol25 structures with the same formula, charge and spin ... 2.676 eV

---

- Which of these has the highest energy?
  C10H26N3